#one
C6H11N | ωB97M-V/def2-TZVPD

gap between HOMO and LUMO = 8.661 eV
net charge = 0
E_HOMO = -7.71 eV

Last column: Löwdin charge in e.
Geometry (Å):
C -1.88051 0.48270 -0.51823  -0.14
C -1.37367 -0.86418 -0.08905  -0.22
C 0.13880 -0.90224 -0.32851  -0.20
C 0.92048 0.01340 0.61677  -0.42
C 2.41229 0.07223 0.23452  -0.10
C 0.32729 1.42932 0.75139  -0.02
N -0.87556 1.53623 0.20300  -0.02
H -1.50021 2.31344 0.15016  0.09
H -1.87303 0.61204 -1.62021  0.11
H -2.94335 0.65250 -0.21403  0.11
H -1.59254 -0.97499 0.98109  0.12
H -1.86164 -1.69679 -0.60447  0.11
H 0.49759 -1.92860 -0.22802  0.11
H 0.34166 -0.58780 -1.36396  0.12
H 0.88017 -0.41770 1.63433  0.13
H 2.85414 -0.93399 0.19613  0.07
H 2.54456 0.52650 -0.75457  0.08
H 2.98353 0.66793 0.95368  0.07

#two
C6H11N | ωB97M-V/def2-TZVPD

gap between HOMO and LUMO = 8.285 eV
structure (SMILES) = C=CC(N)=C(C)C
net charge = 0
E_HOMO = -7.28 eV

Last column: Löwdin charge in e.
Geometry (Å):
C -2.42168 0.43852 1.26588  0.01
C -1.62904 0.09091 0.23815  -0.13
C -0.17838 -0.09804 0.41628  -0.32
N 0.14478 -0.90526 1.53850  0.09
C 0.71497 0.09723 -0.58427  -0.28
C 2.17989 0.02224 -0.23300  -0.08
C 0.23285 0.27795 -2.02406  -0.06
H -3.48442 0.40074 1.07471  0.05
H -1.97593 0.74422 2.20222  0.06
H -2.13066 -0.08955 -0.70884  0.09
H -0.60640 -1.36122 2.01579  0.08
H 1.03245 -0.76443 1.98247  0.07
H 2.54825 -0.92761 0.16494  0.07
H 2.39582 0.61790 0.67147  0.07
H 2.90636 0.40860 -0.94425  0.07
H -0.66514 -0.31662 -2.13859  0.05
H -0.12727 1.29220 -2.23629  0.08
H 1.06355 0.07222 -2.70110  0.08

Quick one: least stable of them? #one

#one
C3H8N2O | ωB97M-V/def2-TZVPD

gap between HOMO and LUMO = 8.969 eV
structure (SMILES) = [H]/N=C/N.C=CO
net charge = 0
E_HOMO = -8.55 eV

Last column: Löwdin charge in e.
Geometry (Å):
H -1.08313 2.62380 -0.27746  0.07
N -1.05132 1.63580 -0.51842  0.08
C -1.39838 1.02836 0.55297  -0.35
N -2.23004 -0.06542 0.70558  0.05
H -1.20678 1.61513 1.46262  0.11
H -1.92919 -1.01224 0.55799  0.08
H -3.20322 0.05362 0.90993  0.08
C 2.35877 -1.68663 -0.45752  0.00
C 1.56017 -0.65386 -0.20691  -0.30
O 1.56081 0.51690 -0.87690  -0.02
H 2.03960 -2.70814 -0.36715  0.04
H 3.27557 -1.44841 -0.98836  0.05
H 0.61223 -0.85498 0.30267  0.09
H 0.69491 0.95610 -0.79902  0.03

#two
C3H8N2O | ωB97M-V/def2-TZVPD

gap between HOMO and LUMO = 7.664 eV
net charge = 0
E_HOMO = -6.96 eV

Last column: Löwdin charge in e.
Geometry (Å):
C -1.02333 -0.49589 1.15469  -0.16
N -0.49535 -0.21249 -0.23599  -0.20
C -1.01063 1.09289 -0.73564  -0.03
C 0.98943 -0.28864 -0.58730  -0.52
O 1.34786 -0.10314 -1.72700  0.08
N 1.72441 -0.58234 0.48475  0.20
H -0.63289 -1.49295 1.40995  -0.01
H -0.55346 0.25774 1.80690  0.00
H -0.91135 -0.93051 -0.83149  0.16
H -0.67753 1.25871 -1.76099  0.09
H -2.09540 1.06648 -0.64939  0.09
H -0.61615 1.86878 -0.07688  0.10
H 2.71735 -0.71197 0.38438  0.13
H 1.23704 -0.72668 1.36401  0.08

#three
C3H8N2O | ωB97M-V/def2-TZVPD

gap between HOMO and LUMO = 9.531 eV
structure (SMILES) = CNCC(N)=O
net charge = 0
E_HOMO = -8.70 eV

Last column: Löwdin charge in e.
Geometry (Å):
C -0.03190 1.71936 2.06418  -0.15
N 0.33924 0.93568 0.92507  -0.15
C -0.68630 0.08482 0.23259  -0.15
C 0.03370 -0.69769 -0.87454  -0.48
N -0.65979 -1.74398 -1.45140  0.12
O 1.18112 -0.35142 -1.31514  0.00
H -0.21936 2.76407 1.69130  0.09
H -0.86851 1.38244 2.58490  0.04
H 0.89674 1.75792 2.69722  0.10
H 1.14153 0.36773 1.17648  0.10
H -1.21248 -0.68055 0.96935  0.14
H -1.42509 0.78565 -0.24133  0.13
H -1.22903 -2.43307 -0.93298  0.11
H -0.18186 -2.11365 -2.27286  0.10

Quick one: least stable of them? #one

#one
C3H8N2O | ωB97M-V/def2-TZVPD

gap between HOMO and LUMO = 8.417 eV
net charge = 0
E_HOMO = -7.83 eV

Last column: Löwdin charge in e.
Geometry (Å):
C 0.58463 -1.75978 -0.37439  0.01
C -2.71453 1.01029 0.32191  -0.14
C 1.89394 0.49432 0.31042  -0.16
N 0.28149 -0.53182 -0.80718  -0.17
N 0.87726 0.56998 -0.72707  -0.07
O -3.06793 -0.07216 -0.12044  -0.03
H 1.36679 -1.81001 0.38065  0.04
H -0.21915 -2.39197 -0.37454  0.02
H -3.16458 1.49434 1.25012  0.09
H -1.93832 1.68489 -0.15131  0.08
H 2.53543 1.37316 0.12352  0.07
H 1.47745 0.67916 1.30416  0.08
H 2.53197 -0.41658 0.30567  0.06
H -0.44443 -0.32383 -1.44154  0.13

#two
C3H8N2O | ωB97M-V/def2-TZVPD

gap between HOMO and LUMO = 10.334 eV
structure (SMILES) = CC(=O)NCN
net charge = 0
E_HOMO = -9.37 eV

Last column: Löwdin charge in e.
Geometry (Å):
C 1.76834 -0.75521 -1.39128  -0.01
C 0.42215 -0.15312 -1.07647  -0.55
O -0.31398 0.24516 -1.95171  0.07
N 0.15219 -0.02711 0.26319  0.04
C -1.14304 0.60484 0.57284  -0.30
N -1.44446 0.43004 1.96002  0.01
H 2.47582 0.05975 -1.22852  0.09
H 2.05374 -1.42885 -0.58667  0.07
H 1.97585 -1.20318 -2.34643  0.08
H 0.18725 -0.86713 0.82646  0.13
H -1.19074 1.59803 0.11913  0.12
H -1.88815 0.04539 -0.01053  0.12
H -2.34400 0.77728 2.24301  0.07
H -0.71100 0.67412 2.60697  0.07

#three
C3H8N2O | ωB97M-V/def2-TZVPD

gap between HOMO and LUMO = 9.250 eV
structure (SMILES) = N/C=C/N.C=O
net charge = 0
E_HOMO = -8.55 eV

Last column: Löwdin charge in e.
Geometry (Å):
N 0.17231 0.33739 1.78243  0.01
C 0.52926 0.64310 0.44247  -0.24
C 1.74823 0.48274 -0.05036  -0.22
N 2.08656 0.91199 -1.37683  -0.01
H -0.20103 -0.59680 1.88648  0.06
H -0.50350 0.99047 2.13192  0.06
H -0.26191 1.02804 -0.19610  0.10
H 2.55914 0.09359 0.55955  0.10
H 2.20655 0.14118 -2.01908  0.06
H 2.95598 1.42410 -1.35419  0.06
C -2.25366 -1.55847 -0.73306  -0.14
O -2.31519 -0.65596 0.04381  -0.01
H -1.95228 -2.57508 -0.42263  0.08
H -2.47985 -1.46262 -1.80775  0.08

#four
C3H8N2O | ωB97M-V/def2-TZVPD

gap between HOMO and LUMO = 9.884 eV
structure (SMILES) = CNCC(N)=O
net charge = 0
E_HOMO = -9.15 eV

Last column: Löwdin charge in e.
Geometry (Å):
C -2.12940 -0.19220 -0.19548  -0.14
N -0.75177 -0.15443 -0.60353  -0.16
C 0.14865 -0.41894 0.40941  -0.26
C 1.55962 -0.35816 -0.09864  -0.45
N 2.03053 0.98034 -0.24199  0.12
O 2.26438 -1.36344 -0.34737  0.04
H -2.33891 0.76091 0.55029  0.12
H -2.15179 -1.21569 0.35293  0.10
H -2.80988 -0.29445 -1.12643  0.10
H -0.52600 0.74024 -0.96466  0.09
H -0.02346 0.19274 1.27268  0.11
H 0.13356 -1.40670 0.80861  0.12
H 1.59147 1.60660 0.51873  0.13
H 3.00300 1.12318 -0.33454  0.07

Quick one: least stable of them? #one

#one
C3H8N2O | ωB97M-V/def2-TZVPD

gap between HOMO and LUMO = 10.313 eV
structure (SMILES) = CNC(=O)CN
net charge = 0
E_HOMO = -9.39 eV

Last column: Löwdin charge in e.
Geometry (Å):
C 1.82118 -1.02124 -0.87778  -0.06
N 0.90223 -0.07610 -0.26972  0.00
C -0.35681 -0.42476 0.04390  -0.52
O -0.86341 -1.48814 -0.28277  0.03
C -1.18325 0.62980 0.73649  -0.18
N -0.65287 1.97242 0.51303  -0.01
H 1.36363 -1.99872 -0.82963  0.07
H 1.90599 -0.81395 -1.95337  0.09
H 2.77515 -0.96770 -0.36237  0.08
H 1.24676 0.76612 0.15909  0.12
H -1.30176 0.53574 1.82371  0.13
H -2.19973 0.49309 0.36233  0.11
H -0.86988 2.34994 -0.39552  0.07
H -0.92982 2.65243 1.20326  0.07

#two
C3H8N2O | ωB97M-V/def2-TZVPD

gap between HOMO and LUMO = 10.290 eV
structure (SMILES) = CNC(=O)CN
net charge = 0
E_HOMO = -9.48 eV

Last column: Löwdin charge in e.
Geometry (Å):
C -0.82865 1.56569 1.37633  -0.11
N -0.46218 0.58716 0.39986  -0.03
C 0.76807 -0.10302 0.45936  -0.44
O 1.58824 -0.07906 1.38999  0.03
C 0.67832 -1.28909 -0.52082  -0.16
N -0.05472 -0.91707 -1.81961  -0.04
H -0.21915 1.54222 2.32044  0.10
H -0.60642 2.55784 0.93405  0.08
H -1.90156 1.53102 1.59784  0.08
H -0.98871 0.65172 -0.50909  0.14
H 0.03371 -2.01950 -0.03677  0.11
H 1.57449 -1.86187 -0.81544  0.11
H 0.53937 -0.34990 -2.42574  0.06
H -0.12082 -1.81614 -2.35042  0.08

Quick one: least stable of them? #two

#one
C3H8N2O | ωB97M-V/def2-TZVPD

gap between HOMO and LUMO = 10.129 eV
structure (SMILES) = CC(=O)NCN
net charge = 0
E_HOMO = -9.17 eV

Last column: Löwdin charge in e.
Geometry (Å):
C -0.04361 2.12507 1.07424  -0.03
C -0.41303 0.98572 0.17095  -0.52
O -1.27454 0.94845 -0.73386  0.01
N 0.45538 -0.12653 0.32708  0.02
C 0.18426 -1.22217 -0.63474  -0.27
N 0.92836 -2.44269 -0.36848  0.01
H -0.26152 2.96664 0.41824  0.08
H -0.87645 2.12749 1.82786  0.10
H 0.87069 2.35535 1.59316  0.07
H 0.74016 -0.13205 1.37172  0.17
H -0.93370 -1.46779 -0.63317  0.14
H 0.31089 -0.79749 -1.62966  0.11
H 0.42815 -3.19034 0.01047  0.03
H 1.86617 -2.79664 -0.46077  0.07

#two
C3H8N2O | ωB97M-V/def2-TZVPD

gap between HOMO and LUMO = 10.197 eV
structure (SMILES) = [H]/N=C/N.CC=O
net charge = 0
E_HOMO = -9.52 eV

Last column: Löwdin charge in e.
Geometry (Å):
H -2.19324 0.08374 2.11905  0.05
N -2.23680 0.84543 1.40258  0.03
C -1.17282 1.53125 1.41449  -0.43
N -0.96269 2.68955 0.65981  0.02
H -0.38781 1.41935 2.23671  0.12
H -0.00290 3.15261 0.62674  0.11
H -1.58119 3.07185 -0.10700  0.11
C 0.54836 -1.84624 -1.10849  -0.07
C 2.04567 -1.82491 -1.40672  -0.34
O 2.49832 -2.12165 -2.47944  0.03
H 0.23847 -1.21240 -0.22465  0.06
H 0.05167 -1.26048 -1.92600  0.10
H 0.38661 -2.86828 -0.61329  0.11
H 2.76836 -1.65981 -0.59380  0.11

#three
C3H8N2O | ωB97M-V/def2-TZVPD

gap between HOMO and LUMO = 10.262 eV
structure (SMILES) = C[C@H](N)C(N)=O
net charge = 0
E_HOMO = -9.36 eV

Last column: Löwdin charge in e.
Geometry (Å):
C -0.43584 1.40425 -0.85499  -0.06
C 0.25972 0.22261 -0.18874  -0.37
N 0.19977 -1.00650 -0.99372  0.03
C -0.14917 -0.03959 1.26915  -0.50
N 0.10823 -1.31640 1.70474  0.14
O -0.74432 0.81467 1.88300  0.07
H -1.46571 1.17007 -1.09728  0.08
H -0.35850 2.32821 -0.29102  0.08
H 0.14482 1.57149 -1.75777  0.07
H 1.32028 0.50205 -0.12170  0.14
H 1.08321 -1.23586 -1.43781  0.07
H -0.34104 -0.82444 -1.83896  0.07
H 0.47575 -1.49746 2.62248  0.10
H -0.09719 -2.09310 1.10263  0.08

#four
C3H8N2O | ωB97M-V/def2-TZVPD

gap between HOMO and LUMO = 10.527 eV
structure (SMILES) = NCCNC=O
net charge = 0
E_HOMO = -9.68 eV

Last column: Löwdin charge in e.
Geometry (Å):
N -0.15516 1.77194 2.16896  -0.01
C -0.13709 0.55054 1.33199  -0.28
C 0.66724 0.73172 0.08001  -0.19
N 0.60359 -0.43781 -0.80798  0.03
C -0.47431 -1.14212 -1.20774  -0.38
O -0.47750 -1.83614 -2.20630  0.01
H -1.01102 1.79308 2.70057  0.06
H 0.63709 1.79819 2.79247  0.06
H -1.19247 0.39239 1.08206  0.10
H 0.10288 -0.33984 1.92517  0.12
H 0.40829 1.58426 -0.48000  0.10
H 1.71690 0.89662 0.30591  0.12
H 1.37686 -0.50827 -1.44842  0.14
H -1.34694 -1.12057 -0.53908  0.13

Quick one: least stable of them? #two

#one
C3H8N2O | ωB97M-V/def2-TZVPD

gap between HOMO and LUMO = 9.406 eV
structure (SMILES) = C[C@H]1O[C@H]1NN
net charge = 0
E_HOMO = -8.47 eV

Last column: Löwdin charge in e.
Geometry (Å):
C 1.63745 0.61591 -0.13911  -0.07
C 0.34240 0.96104 0.48906  -0.16
O -0.63240 1.66873 -0.61342  -0.02
C -1.01601 0.51432 0.05925  -0.39
N -1.03947 -0.71668 -0.73978  -0.11
N -1.13836 -1.94064 -0.02587  -0.01
H 2.11258 -0.21178 0.39665  0.08
H 1.53239 0.38080 -1.20036  0.08
H 2.31521 1.47416 -0.06882  0.08
H 0.44287 1.38212 1.48428  0.12
H -1.80541 0.57157 0.81481  0.14
H -0.51963 -0.66820 -1.61434  0.12
H -0.30598 -2.11975 0.53388  0.06
H -1.92564 -1.91159 0.62379  0.07

#two
C3H8N2O | ωB97M-V/def2-TZVPD

gap between HOMO and LUMO = 10.198 eV
structure (SMILES) = [H]/N=C(/N)[C@@H](C)O
net charge = 0
E_HOMO = -9.43 eV

Last column: Löwdin charge in e.
Geometry (Å):
H -0.50133 -2.11715 0.68167  0.05
N -1.32699 -1.48679 0.59406  0.11
C -0.92552 -0.40957 0.00877  -0.49
N -1.78047 0.56920 -0.41327  0.10
C 0.57167 -0.13278 -0.37701  -0.40
C 1.21930 0.92647 0.53664  -0.05
O 1.28957 -1.35558 -0.30066  -0.07
H -1.43251 1.53046 -0.33587  0.09
H -2.74656 0.52684 -0.04161  0.11
H 0.56193 0.31701 -1.42189  0.15
H 2.27880 1.01543 0.20148  0.09
H 1.10434 0.68248 1.62284  0.10
H 0.71457 1.89879 0.25609  0.08
H 0.97320 -1.96481 -1.01123  0.12

#three
C3H8N2O | ωB97M-V/def2-TZVPD

gap between HOMO and LUMO = 10.276 eV
structure (SMILES) = CC(=O)N(C)N
net charge = 0
E_HOMO = -9.41 eV

Last column: Löwdin charge in e.
Geometry (Å):
C 1.69785 0.91827 0.03129  -0.01
C 0.74851 -0.24005 -0.03205  -0.53
O 1.10844 -1.39956 0.00585  0.04
N -0.59199 0.05478 -0.08677  -0.23
C -1.22704 1.33751 0.02254  -0.10
N -1.55385 -0.97853 0.04427  0.06
H 1.34784 1.68015 0.75862  0.08
H 1.72535 1.40514 -0.95933  0.09
H 2.70791 0.51435 0.24990  0.10
H -1.62678 1.60937 1.06837  0.10
H -2.16451 1.33406 -0.68317  0.11
H -0.52014 2.14497 -0.36162  0.09
H -1.22366 -1.56665 0.83810  0.10
H -1.40852 -1.55294 -0.79086  0.09

Quick one: least stable of them? #one